{"formula": "CH3ClN2", "method": "ωB97M-V/def2-TZVPD", "e_homo_ev": [-8.56, -9.17], "de_lowest_kcal_mol": 145.3, "lumo_energy_ev": [-2.70, -2.45], "symbols": ["C", "N", "N", "Cl", "H", "H", "H"], "coordinates": [[-0.8436, 0.2608, 0.1455], [1.8149, 0.1939, -0.1265], [-1.7832, -0.4265, -0.1600], [-3.4794, 0.1905, -0.0891], [0.4019, 0.3493, 0.0124], [1.9308, 0.1050, 0.8628], [1.9587, -0.6730, -0.6451]], "forces_ev_per_angstrom": [[-2.5, 0.0, 0.0], [-3.3, 0.8, -0.9], [-1.0, 1.1, 0.2], [2.1, -0.9, 0.0], [3.8, -0.2, -0.6], [0.7, -0.7, 0.7], [0.2, -0.1, 0.6]]}